Entry from the OMol25 dataset: a molecular structure, C33H39F4N6O4PtS (ωB97M-V/def2-TZVPD).

As for the energy: -2826.94723 Eh. The value obtained for the HOMO-LUMO gap (alpha / beta) is 0.270 / 0.245 Ha. As for the HOMO energy (alpha / beta): -0.3796 / -0.4293 hartree. As for the total charge: +1. Its energy above the lowest of the compared OMol25 structures with the same formula, charge and spin is 0.00 kJ/mol. As for the multiplicity: 5. The max |F| comes out at 0.48 eV/Å.

Element x y z (Å)
Pt 0.8181 -1.2628 1.3461
C 2.4560 -3.8075 0.7012
N 2.6162 -2.5322 1.4262
C 3.7334 -1.7556 0.8470
C 2.8202 -2.8230 2.8605
C 2.9424 -1.5881 3.7276
N 1.8372 -0.6806 3.4969
C 1.6821 0.3933 4.2723
C 0.6178 1.3023 3.9940
F -0.1866 1.0683 2.9674
C 0.3988 2.4326 4.7402
F -0.6119 3.2333 4.4089
C 1.2093 2.7526 5.8158
C 2.2610 1.9032 6.1162
F 3.0649 2.1864 7.1366
C 2.5046 0.7678 5.3807
F 3.5507 0.0220 5.7308
H 3.3393 -4.4314 0.8617
H 2.3432 -3.6114 -0.3610
H 1.5733 -4.3301 1.0671
H 4.6763 -2.2870 1.0094
H 3.7762 -0.7635 1.2915
H 3.5582 -1.6515 -0.2224
H 3.7235 -3.4321 2.9748
H 1.9715 -3.4262 3.1885
H 3.8855 -1.0674 3.5347
H 2.9820 -1.9244 4.7649
H 1.0310 3.6425 6.4028
N -5.9491 -2.9598 4.0042
C -4.9012 -2.7041 3.6098
C -3.5903 -2.3792 3.1160
C -3.3947 -1.2049 2.3914
C -2.1325 -0.8918 1.9123
C -1.0640 -1.7473 2.1618
C -1.2573 -2.9124 2.8897
C -2.5215 -3.2335 3.3655
H -4.2304 -0.5410 2.2130
H -1.9882 0.0277 1.3571
H -0.4387 -3.5929 3.0957
H -2.6808 -4.1421 3.9305
C -0.4904 -2.2313 -4.9489
C 0.9443 -1.7197 -5.0436
C 1.1442 -0.2535 -4.6550
C 1.1169 0.0436 -3.1598
N -0.2297 0.0096 -2.5937
C -0.6862 -0.8273 -1.6757
S 0.2623 -2.1248 -1.0182
N -1.9403 -0.7040 -1.2451
C -2.9534 0.2032 -1.7821
C -3.6022 -0.3408 -3.0530
C -4.6611 0.5979 -3.6270
C -4.0789 1.8638 -4.2464
H -0.5655 -3.2396 -5.3558
H -1.1680 -1.5939 -5.5222
H -0.8510 -2.2738 -3.9211
H 1.2865 -1.8412 -6.0733
H 1.6001 -2.3454 -4.4300
H 0.4008 0.3731 -5.1610
H 2.1176 0.0815 -5.0211
H 1.5227 1.0398 -2.9708
H 1.7203 -0.6733 -2.6075
H -0.8632 0.7162 -2.9485
H -2.2336 -1.4206 -0.5993
H -2.5095 1.1895 -1.9405
H -3.7053 0.3311 -1.0028
H -4.0465 -1.3110 -2.8172
H -2.8286 -0.5279 -3.8051
H -5.3766 0.8601 -2.8415
H -5.2292 0.0526 -4.3825
H -3.5616 2.4871 -3.5167
H -4.8631 2.4729 -4.6947
H -3.3637 1.6160 -5.0346
O 2.5679 1.3983 1.6926
C 1.7199 1.5217 0.8257
O 0.9322 0.5707 0.3924
C 1.4940 2.8148 0.1019
C 2.2374 3.9479 0.4115
C 2.0406 5.1255 -0.2979
C 1.1200 5.1760 -1.3353
C 0.4040 4.0284 -1.6291
C 0.5584 2.8594 -0.9184
N -0.5397 4.0234 -2.7586
O -0.7828 5.0723 -3.3027
O -1.0046 2.9417 -3.0956
H 2.9695 3.8918 1.2061
H 2.6163 6.0071 -0.0533
H 0.9623 6.0741 -1.9144
H -0.0285 1.9886 -1.1580

Löwdin population analysis, charges in e, atoms 1 to 8: 1.224 -0.099 -0.386 -0.050 -0.183 -0.186 0.075 -0.146